{
  "formula": "C21H23N3O4S2",
  "method": "ωB97M-V with the def2-TZVPD basis set",
  "orbital_gap_ev": 8.845,
  "energy_ha": -2075.6585,
  "homo_ev": -8.61,
  "de_lowest_kj_mol": 183.3,
  "smiles": "COc1cccc(CNC(=O)Cc2ccc(NC3=N[C@H]4CS(=O)(=O)C[C@H]4S3)cc2)c1",
  "elements": ["C", "O", "C", "C", "C", "C", "C", "C", "N", "C", "O", "C", "C", "C", "C", "C", "N", "C", "N", "C", "C", "S", "O", "O", "C", "C", "S", "C", "C", "C", "H", "H", "H", "H", "H", "H", "H", "H", "H", "H", "H", "H", "H", "H", "H", "H", "H", "H", "H", "H", "H", "H", "H"],
  "positions_angstrom": [[-3.316, -0.048, -1.974], [-2.540, 0.118, -0.805], [-2.619, -0.846, 0.158], [-3.209, -2.093, -0.021], [-3.228, -3.000, 1.025], [-2.681, -2.679, 2.253], [-2.104, -1.430, 2.447], [-1.498, -1.070, 3.782], [-0.050, -1.071, 3.715], [0.693, -2.131, 4.099], [0.244, -3.077, 4.707], [2.185, -2.016, 3.761], [2.470, -1.055, 2.650], [3.145, 0.139, 2.875], [3.319, 1.056, 1.856], [2.807, 0.801, 0.587], [2.952, 1.788, -0.390], [2.393, 1.819, -1.610], [1.734, 0.909, -2.183], [1.243, 1.217, -3.488], [-0.220, 0.811, -3.608], [-1.018, 2.219, -4.426], [-2.384, 2.366, -4.003], [-0.759, 2.175, -5.836], [0.074, 3.454, -3.657], [1.407, 2.757, -3.772], [2.601, 3.356, -2.537], [2.155, -0.404, 0.342], [1.995, -1.316, 1.366], [-2.063, -0.528, 1.397], [-3.217, 0.875, -2.544], [-2.954, -0.886, -2.579], [-4.369, -0.211, -1.725], [-3.652, -2.367, -0.965], [-3.681, -3.968, 0.874], [-2.700, -3.392, 3.062], [-1.831, -0.076, 4.097], [-1.780, -1.806, 4.537], [0.375, -0.376, 3.120], [2.522, -3.023, 3.506], [2.702, -1.718, 4.676], [3.533, 0.358, 3.858], [3.842, 1.983, 2.048], [3.451, 2.620, -0.108], [1.846, 0.662, -4.218], [-0.367, -0.087, -4.197], [-0.677, 0.704, -2.627], [0.027, 4.398, -4.188], [-0.256, 3.571, -2.628], [1.828, 2.917, -4.765], [1.771, -0.605, -0.642], [1.474, -2.243, 1.174], [-1.616, 0.447, 1.520]]
}

---

{
  "formula": "C21H15ClN4O4",
  "method": "ωB97M-V with the def2-TZVPD basis set",
  "orbital_gap_ev": 8.492,
  "energy_ha": -1788.8861,
  "homo_ev": -8.89,
  "de_lowest_kj_mol": 1418.6,
  "elements": ["O", "C", "O", "C", "C", "N", "N", "C", "C", "C", "C", "C", "C", "C", "H", "H", "Cl", "H", "H", "O", "H", "H", "C", "N", "N", "C", "O", "C", "C", "H", "H", "C", "C", "C", "C", "C", "C", "C", "H", "H", "H", "H", "H", "H", "H"],
  "positions_angstrom": [[-0.013, 2.986, 0.826], [0.886, 2.438, 0.010], [0.630, 2.206, -1.288], [-0.815, 2.255, -1.694], [-1.719, 1.085, -1.183], [-1.435, 0.058, -0.440], [-2.583, -0.589, 0.114], [-3.518, 0.331, -0.466], [-4.947, 0.089, -0.167], [-5.827, 0.949, -0.443], [-7.257, 0.943, -0.153], [-7.662, -0.346, 0.352], [-6.576, -1.559, 0.709], [-5.247, -1.036, 0.596], [-4.511, -1.846, 0.704], [-6.968, -2.324, 1.433], [-9.185, -0.920, 0.833], [-7.993, 1.405, -0.367], [-5.469, 2.021, -0.983], [-3.110, 1.486, -0.859], [-1.284, 3.280, -1.484], [-0.993, 2.269, -2.600], [2.101, 2.192, 0.467], [2.714, 1.348, -0.218], [3.966, 1.063, -0.307], [4.735, 1.253, 1.105], [5.778, 0.613, 1.320], [3.933, 2.270, 1.953], [2.568, 2.474, 1.766], [2.083, 3.104, 2.362], [4.384, 2.507, 2.859], [4.531, -0.108, -1.089], [4.128, -1.427, -0.556], [2.720, -1.898, -0.650], [2.263, -3.089, -0.245], [3.242, -3.779, 0.216], [4.577, -3.675, 0.061], [4.998, -2.405, 0.129], [6.033, -2.141, -0.063], [5.142, -4.296, 0.667], [2.932, -5.037, 0.634], [1.101, -3.174, -0.046], [1.939, -1.061, -0.922], [4.185, 0.022, -1.948], [5.542, 0.061, -0.946]]
}

---

{
  "formula": "CHF2IO",
  "method": "ωB97M-V with the def2-TZVPD basis set",
  "orbital_gap_ev": 10.412,
  "energy_ha": -611.3662,
  "homo_ev": -10.22,
  "de_lowest_kj_mol": 17.7,
  "smiles": "O=C(F)F.I",
  "elements": ["O", "C", "F", "F", "I", "H"],
  "positions_angstrom": [[-1.487, -0.834, -1.195], [-1.433, -0.184, -0.235], [-1.169, -0.590, 0.919], [-1.639, 1.126, -0.104], [3.321, -0.459, 0.360], [2.407, 0.942, 0.256]]
}

---

{
  "formula": "C5H15O4",
  "method": "ωB97M-V with the def2-TZVPD basis set",
  "orbital_gap_ev": 8.644,
  "energy_ha": -500.4549,
  "homo_ev": -4.89,
  "charge": -1,
  "de_lowest_kj_mol": 0.0,
  "elements": ["C", "O", "C", "C", "C", "C", "H", "H", "H", "H", "H", "H", "H", "H", "H", "H", "H", "O", "H", "H", "O", "H", "H", "O"],
  "positions_angstrom": [[1.159, -0.324, 1.386], [1.192, 0.481, 0.249], [-0.204, -0.740, 2.059], [-1.395, -0.711, 1.087], [-2.067, 0.668, 1.236], [-1.744, 1.738, 0.516], [1.652, 0.251, 2.180], [1.739, -1.232, 1.123], [-0.120, -1.750, 2.501], [-0.308, -0.108, 2.941], [-2.133, -1.479, 1.305], [-1.061, -0.705, 0.046], [-2.830, 0.775, 2.013], [-1.099, 1.672, -0.345], [-2.006, 2.774, 0.749], [2.257, 2.206, -2.469], [3.004, 1.796, -1.065], [2.976, 2.323, -1.851], [1.563, -0.948, -2.053], [0.805, -0.085, -0.599], [0.660, -0.878, -1.697], [-1.311, -2.405, -3.016], [-0.021, -1.468, -2.772], [-0.707, -1.853, -3.524]]
}

---

{
  "formula": "C4H9N3",
  "method": "ωB97M-V with the def2-TZVPD basis set",
  "orbital_gap_ev": 8.967,
  "energy_ha": -321.9705,
  "homo_ev": -8.06,
  "de_lowest_kj_mol": 314.6,
  "smiles": "[H]/N=C\\N(CC)N=C",
  "elements": ["H", "N", "C", "N", "C", "C", "N", "C", "H", "H", "H", "H", "H", "H", "H", "H"],
  "positions_angstrom": [[-2.412, 0.049, 0.270], [-2.403, -0.963, 0.268], [-1.296, -1.345, -0.195], [-0.148, -0.535, -0.588], [-0.156, 0.899, -0.799], [0.168, 1.750, 0.420], [1.072, -1.048, -0.637], [1.716, -1.457, 0.389], [-1.181, -2.402, -0.139], [0.768, 1.097, -1.390], [-1.156, 1.184, -1.255], [1.171, 1.472, 0.864], [0.324, 2.778, 0.139], [-0.633, 1.714, 1.060], [2.692, -1.888, 0.156], [1.476, -1.306, 1.436]]
}

---

{
  "formula": "C6H10O",
  "method": "ωB97M-V with the def2-TZVPD basis set",
  "orbital_gap_ev": 10.027,
  "energy_ha": -309.7078,
  "homo_ev": -9.06,
  "de_lowest_kj_mol": 353.4,
  "smiles": "C=CO.C#C.C=C",
  "elements": ["C", "C", "O", "H", "H", "H", "H", "C", "C", "H", "H", "C", "C", "H", "H", "H", "H"],
  "positions_angstrom": [[1.025, -1.623, -0.792], [1.460, -1.031, 0.317], [1.378, -1.523, 1.583], [0.549, -2.602, -0.778], [1.131, -1.122, -1.747], [1.921, -0.048, 0.313], [0.992, -2.409, 1.544], [0.611, 2.069, -0.828], [1.721, 2.383, -1.169], [-0.366, 1.757, -0.512], [2.707, 2.661, -1.469], [-1.890, -0.345, 0.555], [-2.491, 0.839, 0.627], [-1.186, -0.677, 1.315], [-2.063, -1.025, -0.276], [-3.186, 1.176, -0.139], [-2.312, 1.519, 1.456]]
}